{
  "formula": "C8H7NO2",
  "method": "wB97M-V/def2-TZVPD",
  "orbital_gap_ev": 8.21,
  "smiles": "C=C=C=N[C@H]1C=CO/C1=C/O",
  "total_energy_ev": -13988.866,
  "homo_ev": -8.2,
  "e_above_lowest_kcal_mol": 138.17,
  "e_lumo_ev": 0.01,
  "elements": ["C", "C", "C", "N", "C", "C", "C", "O", "C", "C", "O", "H", "H", "H", "H", "H", "H", "H"],
  "coordinates": [[2.7709, 0.7883, -1.2357], [1.8397, 0.7409, -0.2881], [1.0238, 0.8291, 0.6725], [0.0414, 0.8691, 1.3847], [-1.1030, 0.1292, 1.0768], [-2.0283, 1.1099, 0.4018], [-1.9934, 0.7073, -0.8727], [-1.4377, -0.4733, -1.1508], [-0.8992, -0.9344, 0.0264], [0.1745, -1.7347, 0.0289], [0.8928, -2.0233, 1.1577], [2.7817, 0.1106, -2.0896], [3.5559, 1.5930, -1.2487], [-1.5709, -0.2397, 1.8931], [-2.5120, 1.8506, 0.9915], [-2.4647, 0.9926, -1.7747], [0.6553, -2.1386, -0.8674], [0.2731, -2.1765, 1.8943]],
  "forces_ev_per_a": [[0.0, 1.0, 0.6], [2.0, -0.1, -1.5], [-0.2, 0.2, -0.3], [1.7, 1.3, 1.8], [-1.2, -0.5, -2.1], [0.6, -1.5, -1.2], [-1.9, 0.9, 0.1], [0.8, -1.2, -0.3], [1.9, 0.0, 0.4], [-0.3, -0.1, -0.6], [-0.6, -0.5, 0.6], [-0.2, 0.1, 0.2], [-0.7, -1.0, 0.2], [-1.1, -1.1, 3.1], [-0.2, 0.7, -0.4], [-0.6, 1.2, -0.5], [-0.5, 0.1, 0.2], [0.5, 0.2, -0.3]]
}